1.
{"formula": "C50H45ClN2P3Rh", "method": "wB97M-V/def2-TZVPD", "charge": 2, "e_homo_ev": [-12.559, -12.559], "orbital_gap_ev": [5.09, 5.08], "elements": ["Rh", "Cl", "P", "P", "P", "N", "N", "C", "C", "C", "C", "C", "C", "C", "C", "C", "C", "C", "C", "C", "C", "C", "C", "C", "C", "C", "C", "C", "C", "C", "C", "C", "C", "C", "C", "C", "C", "C", "C", "C", "C", "C", "C", "C", "C", "C", "C", "C", "C", "C", "C", "C", "C", "C", "C", "C", "C", "H", "H", "H", "H", "H", "H", "H", "H", "H", "H", "H", "H", "H", "H", "H", "H", "H", "H", "H", "H", "H", "H", "H", "H", "H", "H", "H", "H", "H", "H", "H", "H", "H", "H", "H", "H", "H", "H", "H", "H", "H", "H", "H", "H", "H"], "coordinates": [[0.5309, -0.0830, 0.5112], [1.0742, -2.1352, 1.4590], [-1.6318, -0.8660, 0.0218], [1.3240, -0.1619, -1.6356], [0.4824, 1.7183, 2.0869], [-1.2191, -0.8120, -2.7757], [2.8027, 0.2870, 1.0773], [-3.2670, -2.5346, -5.3634], [3.8048, 3.9661, 2.8950], [2.4865, 3.5369, 2.8675], [4.1751, -3.0339, -1.9158], [2.4016, 1.1191, -2.2912], [3.4172, -4.1957, -1.9991], [-1.2464, 5.2575, 1.1764], [3.7557, 1.9714, -4.0811], [2.0286, -4.1287, -2.0164], [-3.0376, -0.0633, 0.8296], [0.7985, -0.5317, 5.4732], [2.1695, 2.3241, 2.2633], [0.1203, 0.7051, 3.5309], [4.7967, 3.2020, 2.2938], [-4.1136, 2.0163, 1.4033], [-2.2925, -3.1965, -6.0925], [1.3950, -2.9020, -1.9420], [-2.0726, -4.8587, -0.7334], [-3.0337, 1.3335, 0.8712], [3.3548, 3.3236, -2.1259], [4.4786, 1.9981, 1.6800], [-0.6181, 4.0258, 1.0912], [-1.5960, -1.6467, -3.8670], [3.5469, -1.8015, -1.8436], [-1.0932, 3.6144, 3.4242], [-1.7148, 4.8537, 3.5050], [3.9275, 3.1603, -3.3787], [-1.1903, 0.2366, 3.6878], [-1.5006, -0.6028, 4.7442], [-2.9280, -1.7738, -4.2528], [3.1682, 1.5488, 1.6882], [2.1512, -1.7304, -1.8845], [-0.6196, -2.3180, -4.6007], [-0.9682, -3.0903, -5.6994], [2.9931, 0.9482, -3.5443], [-5.1982, -0.0802, 1.8806], [-0.0620, 0.0132, -2.8673], [1.1180, 0.3111, 4.4214], [-1.9903, -3.4857, -0.9216], [-2.0686, -5.3916, 0.5470], [-4.1204, -0.7732, 1.3423], [-1.7883, 5.6736, 2.3876], [-1.8862, -2.6407, 0.1806], [-1.8932, -3.1829, 1.4698], [-2.1340, -0.4650, -1.7304], [-0.5031, -0.9929, 5.6310], [-1.9997, -4.5493, 1.6508], [-5.1983, 1.3074, 1.9060], [2.5914, 2.3024, -1.5787], [-0.5337, 3.2049, 2.2163], [-2.0169, -3.0978, -1.9315], [-0.1965, -3.6156, -6.2470], [5.2540, 1.3985, 1.2163], [1.4445, -5.0383, -2.0675], [0.3138, -2.8547, -1.9150], [-3.0831, -0.9832, -1.8461], [-1.9602, 0.5458, 2.9945], [-2.1496, -5.5084, -1.5955], [-2.1322, 5.1837, 4.4472], [2.7481, -0.4728, 1.7584], [3.4838, 0.0204, 0.3727], [-6.0396, -0.6342, 2.2756], [-4.3035, -2.5871, -5.6697], [-2.5148, -0.9590, 4.8738], [1.7104, 4.1466, 3.3123], [3.9117, -5.1572, -2.0421], [-2.0270, -4.9610, 2.6509], [-1.8149, -2.5301, 2.3320], [4.2190, 1.8430, -5.0502], [-2.1780, 1.8839, 0.4971], [-1.3077, 5.8957, 0.3047], [-3.7118, -1.2404, -3.7301], [0.3945, -0.0672, -3.8530], [4.5126, 3.9601, -3.8132], [-2.3207, 0.6173, -1.7151], [5.8245, 3.5400, 2.3038], [5.2555, -3.0904, -1.9055], [-4.1265, -1.8544, 1.3204], [4.1380, -0.8963, -1.7636], [3.5027, 4.2447, -1.5771], [-0.3489, 1.0665, -2.7149], [2.1325, 0.6727, 4.3020], [-0.7375, -1.6643, 6.4469], [-0.1782, 3.6987, 0.1534], [-6.0427, 1.8392, 2.3248], [-1.0277, 2.9836, 4.3018], [-4.1126, 3.0990, 1.4272], [0.4185, -2.2628, -4.2970], [-2.1183, -6.4639, 0.6826], [-2.2659, 6.6420, 2.4605], [1.5658, -0.8332, 6.1738], [2.1454, 2.4184, -0.5966], [2.8692, 0.0203, -4.0906], [4.0571, 4.9012, 3.3770], [-2.5613, -3.7804, -6.9620]], "mulliken_charge": [-1.2983, -0.4171, 2.4500, 3.1477, 2.0339, 0.9690, -0.1519, -0.7809, -0.7851, -1.1653, -0.9253, 0.5925, -0.8447, -0.7858, -0.8629, -0.9434, 1.1016, -0.7727, 0.6656, 0.7292, -0.8863, -0.6691, -0.5931, -0.7192, -0.5340, -0.3854, -1.0558, -0.6363, 0.1766, 0.4631, -0.8329, -0.6747, -0.8197, -0.6947, -0.0887, -0.8866, -0.0331, -0.0572, 0.8059, 0.0200, -0.9836, -0.5056, -0.8146, -1.8716, -0.9501, -1.1803, -0.8458, -0.8656, -0.6854, 0.6759, -0.4300, -2.0675, -0.7220, -0.6962, -0.7101, -0.5673, 0.6681, -0.0052, 0.4379, 0.5273, 0.5578, 0.5927, 0.5374, 0.7418, 0.5280, 0.4935, 0.3285, 0.1503, 0.4737, 0.4196, 0.5239, 0.5249, 0.4325, 0.4826, 0.5231, 0.4738, 0.4780, 0.4606, 0.4064, 0.7853, 0.4255, 0.4600, 0.4573, 0.4851, 0.4537, 0.4535, 0.5386, 0.4442, 0.4463, 0.4109, 0.4026, 0.4512, 0.4630, 0.4729, 0.2323, 0.4216, 0.4178, 0.4701, 0.5416, 0.4674, 0.4883, 0.4184]}

***

2.
{"formula": "C5H9NO2", "method": "wB97M-V/def2-TZVPD", "charge": 0, "e_homo_ev": -9.741, "smiles": "CNC(=O)CCC=O", "orbital_gap_ev": 10.38, "elements": ["O", "O", "N", "C", "C", "C", "C", "C", "H", "H", "H", "H", "H", "H", "H", "H", "H"], "coordinates": [[0.0204, -1.2564, -2.0569], [1.5318, 2.8734, -1.2830], [-0.4025, -1.7824, 0.0813], [-0.9483, -1.4702, 1.4007], [1.7137, 1.8432, -0.6855], [-0.5087, 0.5963, -0.6799], [-0.2714, -0.8759, -0.9253], [0.6281, 1.2251, 0.1547], [-0.1695, -1.0825, 2.0408], [-0.5729, 1.0713, -1.6503], [-0.3877, -2.7328, -0.2662], [1.0109, 0.5459, 0.9183], [2.6939, 1.3582, -0.7705], [-1.4497, 0.7806, -0.1698], [0.2071, 2.0483, 0.7363], [-1.7651, -0.7683, 1.2995], [-1.3302, -2.3738, 1.8560]], "mulliken_charge": [-0.6542, -0.4617, -0.1623, -0.8504, -0.1320, -0.6331, 0.4863, -0.3453, 0.2399, 0.2897, 0.2844, 0.2792, 0.3560, 0.3224, 0.3204, 0.3048, 0.3560]}

***

3.
{"formula": "C5H8N2O", "method": "wB97M-V/def2-TZVPD", "charge": 0, "e_homo_ev": -9.801, "smiles": "[H]/N=C(\\C)[C@H](C)N=C=O", "orbital_gap_ev": 10.36, "elements": ["O", "N", "N", "C", "C", "C", "C", "C", "H", "H", "H", "H", "H", "H", "H", "H"], "coordinates": [[3.4749, 0.7948, 0.6481], [-2.0234, -0.2653, 0.6869], [1.7924, -0.1921, -0.6238], [-1.0515, 0.3559, 0.2284], [0.2494, -1.9391, 0.2010], [2.5398, 0.3808, 0.0885], [0.2805, -0.4913, -0.3852], [-0.8360, 1.7721, -0.2418], [-2.8563, 0.4117, 0.9087], [0.0015, -0.4003, -1.5197], [-0.7942, 2.4047, 0.5559], [0.0986, 1.7777, -0.7501], [1.1976, -2.3599, 0.0561], [0.2174, -1.7960, 1.2778], [-1.7027, 1.9873, -0.9048], [-0.5881, -2.4410, -0.2259]], "mulliken_charge": [-0.4488, -0.5887, -0.4486, 0.5220, -1.3446, 0.6352, 0.1580, -1.2498, 0.2699, 0.2670, 0.3902, 0.3355, 0.4699, 0.3427, 0.3237, 0.3663]}

***

4.
{"formula": "C3HF3N2O2", "method": "wB97M-V/def2-TZVPD", "s2": 2.010, "charge": 0, "e_homo_ev": [-6.781, -10.792], "multiplicity": 3, "orbital_gap_ev": [7.05, 8.66], "elements": ["F", "F", "F", "O", "O", "N", "N", "C", "C", "C", "H"], "coordinates": [[2.7969, -0.1377, 0.9993], [1.3088, 1.0869, -0.0012], [2.5026, -0.2130, -1.1948], [-2.4656, 2.8407, 0.0661], [-1.1955, 0.9741, 0.3254], [-0.3022, -1.5174, -0.1231], [-1.3694, -2.1372, -0.3445], [-1.8013, 1.9414, 0.1971], [0.7430, -1.2603, 0.3248], [1.9246, -0.0735, 0.0038], [-2.1420, -1.5040, -0.2529]], "mulliken_charge": [-0.2213, -0.2099, -0.2425, -0.3174, -0.3259, 0.6751, -1.0759, 0.6163, -0.1464, 0.9549, 0.2930]}

***

5.
{"formula": "CHNO3", "method": "wB97M-V/def2-TZVPD", "charge": 0, "e_homo_ev": [-9.496, -9.404], "orbital_gap_ev": [8.13, 7.76], "elements": ["O", "O", "O", "N", "C", "H"], "coordinates": [[-0.0357, 1.1189, 0.0104], [1.2361, -0.9932, -0.0008], [1.3033, 0.9645, -0.0098], [0.0072, -1.0746, 0.0033], [-0.7220, -0.0544, -0.0010], [-1.7889, 0.0388, -0.0021]], "mulliken_charge": [-0.0508, -0.2341, -0.2347, 0.0828, 0.0807, 0.3562]}

***

6.
{"formula": "C28H37HfN7O4PSi", "method": "wB97M-V/def2-TZVPD", "charge": 1, "e_homo_ev": -10.529, "orbital_gap_ev": 7.61, "elements": ["Hf", "P", "Si", "O", "O", "O", "O", "N", "N", "N", "N", "N", "N", "N", "C", "C", "C", "C", "C", "C", "C", "C", "C", "C", "C", "C", "C", "C", "C", "C", "C", "C", "C", "C", "C", "C", "C", "C", "C", "C", "C", "C", "H", "H", "H", "H", "H", "H", "H", "H", "H", "H", "H", "H", "H", "H", "H", "H", "H", "H", "H", "H", "H", "H", "H", "H", "H", "H", "H", "H", "H", "H", "H", "H", "H", "H", "H", "H", "H"], "coordinates": [[-0.3492, -0.2406, 0.9452], [1.1826, -0.0699, -1.5305], [2.5606, -0.4233, 2.3456], [1.3077, 0.4942, 1.7065], [-2.4023, 4.9210, 1.2902], [-0.9149, -1.5122, 2.3984], [-1.4027, 1.1174, -0.2327], [1.8963, 1.7787, -3.4340], [1.2229, -0.4315, -4.2579], [3.3948, -0.1362, -3.1606], [-1.3044, -1.9308, -0.4188], [-3.0364, -4.9378, -2.6996], [-1.9167, 2.3272, 1.6298], [-1.5187, 1.1346, 2.2159], [-1.5290, -0.0260, 5.6756], [1.2546, 1.6796, -2.1269], [-2.4922, 4.6193, -0.0125], [1.1693, 1.0200, -4.4498], [-2.8384, 5.6531, -0.8855], [-2.9982, -2.6588, -1.9439], [-2.9415, 5.4176, -2.2387], [-0.9847, -2.5048, 4.5391], [2.3359, -0.5724, 4.1907], [-1.1260, -2.3697, 5.9066], [-2.7038, 4.1464, -2.7645], [-1.3333, -4.2019, -1.1747], [-1.0882, -1.3855, 3.7144], [-2.2283, 3.3402, -0.5313], [-1.3892, -1.1293, 6.4859], [2.4170, -2.1229, 1.5346], [4.1986, 0.3763, 1.9601], [2.6259, -0.8398, -4.1858], [-0.8036, -3.1793, -0.4335], [-1.8415, 2.2274, 0.3329], [2.9602, -0.5002, -1.8142], [-2.3486, 3.1276, -1.9112], [-2.4748, -3.9626, -1.9625], [3.2778, 1.3040, -3.3924], [-1.3823, -0.1265, 4.2820], [-2.3912, -1.6987, -1.1755], [-1.6370, 1.0523, 3.4980], [0.4901, -0.8382, -3.0615], [1.8022, 2.2834, -1.3986], [-0.7802, -3.4649, 4.0848], [0.0648, -3.3608, 0.1896], [4.3470, 0.5875, 0.9012], [-3.0238, 6.6326, -0.4671], [3.5753, 0.0245, -1.0807], [-2.1705, 2.1319, -2.2958], [1.6139, 1.2447, -5.4207], [-1.0313, -3.2447, 6.5365], [3.7432, 1.5288, -4.3535], [4.2893, 1.3220, 2.4980], [-2.1850, 4.1106, 1.7919], [-1.7589, 0.9401, 6.1082], [1.5705, -2.6884, 1.9374], [5.0179, -0.2669, 2.2889], [0.5156, -1.9283, -2.9685], [0.2413, 2.0809, -2.1760], [0.1268, 1.3436, -4.4622], [-2.7755, -0.6862, -1.1588], [2.6803, -1.9145, -4.0017], [-3.8597, -4.7659, -3.2479], [1.5967, -1.3266, 4.4655], [-1.9882, 1.9387, 4.0224], [-0.8763, -5.1814, -1.1385], [3.0871, -0.6320, -5.1526], [3.2830, -0.8451, 4.6627], [3.8203, 1.8397, -2.6118], [2.0174, 0.3782, 4.6226], [-2.6650, -5.8702, -2.6970], [3.1185, -1.5711, -1.6638], [2.3246, -2.0689, 0.4456], [-1.4975, -1.0382, 7.5570], [3.3107, -2.7173, 1.7408], [-3.2166, 6.2309, -2.8974], [-3.8732, -2.4000, -2.5242], [-0.5604, -0.5517, -3.1630], [-2.8014, 3.9673, -3.8260]], "mulliken_charge": [1.9514, 2.3750, 0.4083, -0.8051, -0.6533, -0.8036, -0.1249, 0.1498, 0.2167, 0.1415, 0.1663, -0.4374, -1.1066, 0.2421, -0.8933, -1.1570, 0.3923, -0.9955, -0.7052, -0.7128, -0.3694, -0.4958, -1.0328, -0.4400, -1.0397, -0.6640, 0.2523, 0.1161, -0.8294, -0.7160, -1.1045, -1.0114, -0.4630, 1.0092, -1.1751, -0.2240, 0.9628, -0.9167, 0.7366, -0.8155, -0.0129, -1.4078, 0.4432, 0.4270, 0.2503, 0.3106, 0.4605, 0.1182, 0.3719, 0.3037, 0.4302, 0.3206, 0.3343, 0.4501, 0.4026, 0.1952, 0.3478, 0.3793, 0.2382, 0.3901, 0.4602, 0.3899, 0.1981, 0.2120, 0.4587, 0.3823, 0.3213, 0.3969, 0.3849, 0.2959, 0.1998, 0.4714, 0.0110, 0.4351, 0.5926, 0.3863, 0.3914, 0.3885, 0.4422]}

***

7.
{"formula": "C6F5IrSSe2Te2", "method": "wB97M-V/def2-TZVPD", "s2": 8.777, "charge": 1, "e_homo_ev": [-11.484, -11.210], "multiplicity": 6, "orbital_gap_ev": [6.54, 4.39], "elements": ["Ir", "Te", "Te", "Se", "Se", "S", "F", "F", "F", "F", "F", "C", "C", "C", "C", "C", "C"], "coordinates": [[-0.1539, -0.3473, 0.0032], [-0.6424, 6.4925, -0.0018], [1.8130, 3.4239, -0.0021], [1.9172, 0.9959, 0.0007], [-0.6808, 4.0867, 0.0023], [-1.8959, -1.8138, 0.0059], [-6.9462, -1.4942, 0.0015], [-4.5396, 2.5534, -0.0081], [-4.6350, -2.8618, 0.0070], [-2.2574, 1.1963, -0.0027], [-6.9281, 1.2096, -0.0060], [-3.3686, -0.8807, 0.0023], [-3.4171, 0.5065, -0.0016], [-5.7980, -0.8435, 0.0005], [-5.7969, 0.5466, -0.0033], [-4.5872, 1.2277, -0.0044], [-4.6030, -1.5413, 0.0033]], "mulliken_charge": [0.6104, 0.2080, 0.3456, -0.2853, 0.1776, -0.3280, -0.2532, -0.2828, -0.2939, -0.2118, -0.2664, -0.3106, 0.9607, 0.1437, 0.5505, -0.1159, 0.3514]}

***

8.
{"formula": "C3H5NO2Si", "method": "wB97M-V/def2-TZVPD", "charge": 0, "e_homo_ev": -8.159, "smiles": "[SiH3]Oc1ncco1", "orbital_gap_ev": 8.98, "elements": ["Si", "O", "O", "N", "C", "C", "C", "H", "H", "H", "H", "H"], "coordinates": [[2.3581, 0.1209, -0.0958], [-1.1575, -1.3271, -0.1239], [1.1366, -0.9867, 0.0124], [-0.5084, 0.9449, 0.1525], [-0.1043, -0.5782, 0.0523], [-1.7817, 0.7946, 0.0652], [-2.2382, -0.5122, -0.0978], [2.4521, 0.8922, -1.4713], [-3.2998, -0.9724, 0.0503], [2.3511, 0.8500, 1.2173], [-2.5566, 1.6574, 0.1411], [3.3486, -0.8834, 0.0977]], "mulliken_charge": [0.3558, -0.2458, -0.2512, -0.5577, 0.6357, -0.0402, -0.2109, -0.0521, 0.2860, -0.0602, 0.2722, -0.1317]}

***

| no. | calculated total energy (eV) |
| --- | --- |
| 1 | -98946.9960 |
| 2 | -10915.7426 |
| 3 | -10340.1433 |
| 4 | -18349.5898 |
| 5 | -8677.9721 |
| 6 | -66733.2624 |
| 7 | -178751.5951 |
| 8 | -16652.5487 |